Entry from OMol25: a 2-piece molecular cluster, C5H8O4 overall in a non-equilibrium geometry (ωB97M-V/def2-TZVPD).

Summary:
gap between HOMO and LUMO (alpha / beta): 7.80 / 7.83 eV
energy relative to the best compared isomer or geometry (same formula, charge and spin): 411.63 kJ/mol
total charge: 0

Geometry (Å):
1 O -1.6103 2.1527 1.1985
2 O 0.9927 -1.7437 1.1669
3 O 0.4427 0.7499 -1.3410
4 O 2.7979 -0.6041 0.4029
5 C -1.2622 1.2447 0.4619
6 C -2.0368 -0.0476 0.3704
7 C -0.0303 1.4522 -0.3199
8 C 1.4726 -0.7591 0.6527
9 C 0.5255 -0.5714 -1.3778
10 H -2.2830 -0.2892 -0.6657
11 H 0.9913 0.3116 0.7472
12 H 3.2347 -1.4558 0.5761
13 H 0.3378 2.4705 -0.3337
14 H -2.9545 0.0619 0.9448
15 H 1.1472 -0.9221 -2.1895
16 H -1.4508 -0.8685 0.7903
17 H -0.3148 -1.1821 -1.0841